No. 1
{"formula": "C18H22N2O3S2", "method": "ωB97M-V/def2-TZVPD", "species": ["H", "C", "H", "H", "H", "C", "C", "H", "C", "S", "O", "H", "H", "H", "C", "O", "O", "H", "C", "N", "C", "H", "H", "C", "C", "C", "H", "H", "N", "C", "S", "C", "H", "H", "C", "C", "C", "C", "H", "H", "H", "H", "H", "C", "H", "C", "H"], "positions_angstrom": [[-6.542, 1.439, -0.829], [1.715, -2.426, -1.557], [0.975, -4.361, -0.984], [1.141, -2.395, -2.485], [5.555, 2.396, -2.048], [2.922, 1.846, 0.717], [-3.431, 1.912, 0.398], [4.729, 0.097, -1.530], [1.038, -3.363, -0.548], [2.827, -0.877, 0.276], [2.042, -0.903, 1.493], [2.997, 3.966, 0.995], [-2.856, -0.362, -2.038], [-5.340, 2.723, 0.901], [-1.819, -1.748, 1.335], [-1.279, -3.001, -1.066], [3.906, -1.811, 0.173], [-0.881, 1.548, 2.015], [-3.408, 0.318, -1.408], [-0.538, -2.292, 0.942], [-5.474, 1.328, -0.720], [4.674, 4.315, -0.776], [-2.715, -0.030, 2.217], [-2.739, 1.039, -0.428], [-4.775, 0.469, -1.552], [3.420, 0.781, -0.006], [-1.342, -0.661, 3.134], [2.728, -2.778, -1.760], [1.849, -1.069, -1.066], [-0.375, -2.876, -0.263], [-0.977, 0.829, -0.284], [-4.800, 2.047, 0.253], [0.266, -2.101, 1.524], [0.267, 0.256, 1.610], [-0.768, 0.584, 1.517], [3.377, 3.124, 0.437], [4.817, 2.239, -1.276], [4.321, 3.318, -0.559], [-2.905, 2.488, 1.145], [1.637, -3.399, 0.362], [-5.297, -0.094, -2.312], [-2.362, -2.484, 1.943], [-2.391, -1.596, 0.414], [-1.709, -0.447, 2.127], [2.197, 1.662, 1.494], [4.363, 0.961, -1.000], [0.956, -0.611, -0.932]], "total_energy_ha": -1830.7362, "spin_multiplicity": 1, "de_lowest_kj_mol": 11.10, "e_lumo_ev": 0.57, "total_charge": 0, "smiles": "O=C(CCNS(=O)(=O)c1ccccc1)NCCCSc1ccccc1", "homo_lumo_gap_ev": 9.059}

No. 2
{"formula": "C18H22N4O4S", "method": "ωB97M-V/def2-TZVPD", "species": ["H", "H", "N", "H", "H", "C", "C", "N", "C", "N", "C", "C", "O", "H", "H", "H", "C", "C", "H", "H", "H", "C", "C", "H", "H", "H", "H", "O", "N", "H", "H", "C", "C", "H", "O", "S", "C", "H", "C", "C", "C", "C", "H", "H", "O", "C", "H", "C", "H"], "positions_angstrom": [[-7.410, -2.644, 0.476], [-6.960, 1.341, -1.417], [-1.933, 1.466, 1.263], [3.522, -3.710, 0.831], [3.767, 3.165, -1.435], [-3.941, -0.367, 0.241], [-2.641, 1.794, 0.144], [4.457, -0.740, -0.212], [-0.654, 2.063, 1.533], [1.694, 1.230, 1.710], [-7.509, -2.455, -0.598], [5.695, 2.400, -0.740], [-7.363, -1.087, -0.898], [-4.880, 2.631, -0.975], [3.675, 2.113, -0.018], [3.081, 0.618, -1.885], [5.094, 0.061, -1.237], [0.448, 1.070, 1.425], [4.019, -0.233, 0.551], [6.156, 2.878, -1.606], [4.387, 1.286, -2.871], [6.190, 0.951, -0.615], [4.195, -2.046, -0.357], [-6.785, -3.066, -1.145], [5.487, -0.643, -1.973], [5.935, 2.991, 0.141], [-0.620, 2.526, 2.525], [4.562, -2.736, -1.283], [2.321, 0.060, 1.455], [-2.231, 0.693, 1.835], [7.143, 0.811, -1.121], [-6.188, -0.475, -0.609], [4.190, 2.279, -0.966], [6.324, 0.676, 0.431], [0.192, -0.190, 0.981], [1.589, -2.407, 0.542], [3.381, -2.630, 0.804], [3.636, -2.177, 1.760], [-6.106, 0.879, -0.950], [-3.862, 0.982, -0.084], [1.414, -0.764, 1.020], [-4.956, 1.590, -0.701], [-8.516, -2.719, -0.917], [-5.112, -2.143, 0.233], [-2.300, 2.707, -0.581], [4.084, 1.042, -1.853], [-0.514, 2.849, 0.779], [-5.089, -1.094, -0.020], [-3.091, -0.883, 0.667]], "total_energy_ha": -1617.2988, "spin_multiplicity": 1, "de_lowest_kj_mol": 173.13, "e_lumo_ev": 0.33, "total_charge": 0, "smiles": "COc1ccc(C(=O)NCc2nnc(SCC(=O)NC3CCCC3)o2)cc1", "homo_lumo_gap_ev": 9.312}

No. 3
{"formula": "C18H23AlBIN4O3S2SbSe4", "method": "ωB97M-V/def2-TZVPD", "species": ["H", "N", "H", "H", "H", "H", "Se", "C", "S", "C", "H", "C", "H", "C", "C", "O", "H", "N", "S", "C", "O", "C", "C", "C", "C", "H", "Se", "H", "C", "C", "H", "H", "C", "C", "C", "H", "H", "Se", "C", "O", "H", "Se", "H", "I", "B", "Al", "H", "C", "H", "N", "H", "H", "H", "H", "N", "C", "H", "Sb"], "positions_angstrom": [[4.149, 0.331, -0.485], [0.042, 1.681, -2.764], [-4.342, 1.377, 4.082], [0.062, 4.262, 0.824], [-0.344, 1.092, -4.713], [4.097, -5.275, 1.649], [-6.383, -0.488, 0.471], [2.656, 2.128, -1.173], [-3.134, 2.022, 0.131], [2.180, -0.343, -0.999], [2.787, 2.590, -0.195], [2.594, -3.640, 0.015], [-0.758, -0.112, -3.471], [-0.698, 2.428, 3.152], [3.553, -0.567, -0.553], [-0.600, 0.370, -0.958], [5.767, -5.452, 1.057], [-0.026, 2.637, -0.673], [1.206, -1.694, -1.600], [1.329, -3.122, -0.500], [4.897, -3.726, 0.519], [4.768, -5.107, 0.804], [-0.464, 3.483, -1.588], [-0.449, 2.915, -2.857], [0.254, 1.311, -1.314], [0.943, 0.175, -3.898], [-6.610, -2.956, -2.771], [-4.345, 0.489, 2.532], [-0.033, 0.646, -3.770], [3.794, -3.045, 0.096], [-2.038, 1.871, 4.825], [1.200, 2.668, 1.254], [4.198, -1.659, -0.129], [-2.048, -1.281, 1.166], [-1.832, 2.059, 3.787], [0.284, 2.630, 3.540], [-0.788, 3.343, -3.786], [-3.388, -0.905, -2.238], [-4.164, 1.448, 3.012], [0.317, -3.767, -0.402], [2.224, 2.888, -1.826], [-4.400, -4.151, -0.016], [-2.072, -2.318, 0.830], [-0.174, -1.119, 2.233], [0.141, 3.052, 0.822], [-2.202, -0.061, -0.377], [4.398, -5.655, -0.066], [1.733, 0.932, -1.124], [-2.803, -1.183, 1.942], [-2.786, 1.881, 2.813], [2.482, -4.668, 0.328], [-0.794, 4.474, -1.321], [-4.845, 2.166, 2.561], [3.631, 1.884, -1.585], [-0.953, 2.485, 1.801], [-2.237, 2.148, 1.609], [5.226, -1.508, 0.181], [-5.203, -2.070, -0.885]], "total_energy_ha": -12352.0102, "spin_multiplicity": 1, "de_lowest_kj_mol": 55.21, "e_lumo_ev": [1.15, 0.94], "total_charge": -1, "homo_lumo_gap_ev": [5.558, 5.388]}

No. 4
{"formula": "C18H23Cl2N4O8SeY", "method": "ωB97M-V/def2-TZVPD", "species": ["H", "C", "O", "H", "N", "H", "H", "C", "C", "H", "Y", "H", "H", "C", "C", "Cl", "O", "C", "C", "Cl", "C", "H", "O", "H", "H", "N", "C", "O", "N", "H", "H", "C", "H", "C", "N", "Se", "C", "O", "H", "H", "C", "H", "H", "O", "H", "C", "C", "O", "C", "H", "H", "C", "H", "C", "H", "H", "O"], "positions_angstrom": [[-1.825, -0.958, 3.253], [-2.023, 3.282, 1.516], [-3.320, -1.323, 0.838], [3.192, -0.703, 1.422], [0.700, 1.480, -2.548], [-5.496, -2.839, 0.983], [2.161, -0.152, 2.733], [2.155, -0.469, 1.688], [2.497, 0.188, -2.851], [1.931, -2.532, 3.358], [-1.093, -0.740, 0.497], [0.318, -0.583, 3.805], [-1.131, 2.258, -2.012], [1.734, -2.535, 0.447], [-0.122, 2.624, -2.185], [-3.730, 3.746, 1.828], [-1.643, 0.981, 2.114], [-4.475, -1.067, 0.465], [0.651, -2.869, -0.584], [-0.987, 3.776, 2.845], [-5.627, -1.766, 1.114], [5.071, 3.008, -2.717], [0.592, 0.576, 0.249], [0.272, 3.053, -1.264], [-6.595, -1.466, 0.718], [-4.711, -0.177, -0.494], [0.007, -1.615, 3.616], [-1.223, -1.614, 2.878], [1.345, -0.582, -2.809], [-3.940, 0.383, -0.845], [4.152, -1.173, -3.108], [4.328, 2.224, -2.762], [-1.710, 3.823, 0.628], [4.744, 0.896, -2.932], [1.285, -1.639, 1.528], [-1.431, -0.478, -2.397], [1.729, 0.746, 0.855], [0.975, -3.193, -1.715], [2.065, -3.506, 0.834], [-5.654, 0.043, -0.758], [3.836, -0.148, -2.979], [-0.110, 3.361, -2.986], [1.258, -1.600, -2.774], [-0.545, -2.757, -0.103], [-5.589, -1.553, 2.182], [2.989, 2.553, -2.635], [-1.992, 1.792, 1.215], [-2.327, 1.439, 0.062], [0.276, 0.209, -2.593], [0.588, -3.324, 2.514], [-0.136, -2.117, 4.576], [2.086, 1.503, -2.685], [5.800, 0.681, -3.021], [1.015, -2.355, 2.776], [2.670, 3.574, -2.480], [2.575, -2.095, -0.091], [2.436, 1.726, 0.789]], "total_energy_ha": -4881.1647, "spin_multiplicity": 1, "de_lowest_kj_mol": 15.31, "e_lumo_ev": 0.25, "total_charge": 0, "homo_lumo_gap_ev": 8.363}